The following is a quantum chemistry calculation of a single C25H23NO4 molecule, from OMol25.

Properties
energy above the lowest of the compared OMol25 structures with the same formula, charge and spin: 25.5 kcal per mole
spin multiplicity: 1
HOMO energy: -8.5323 eV
LUMO level: 0.06 eV

Atoms and positions in Å:
C1 4.5286 -0.7032 1.5160
H1 4.8199 -1.0025 0.5041
O1 3.1951 -1.0514 1.7908
C2 2.8227 -2.3549 1.7212
C3 3.7025 -3.4073 1.4969
C4 3.2535 -4.7171 1.5070
C5 1.9240 -4.9993 1.7618
C6 1.0418 -3.9593 1.9864
C7 1.4577 -2.6320 1.9397
C8 0.4659 -1.5820 2.1443
C9 0.3812 -0.4174 1.4841
C10 1.2014 -0.0358 0.3225
C11 1.7655 1.2322 0.2132
C12 2.4956 1.5737 -0.9110
C13 2.6639 0.6628 -1.9404
C14 2.0937 -0.5962 -1.8439
C15 1.3634 -0.9436 -0.7232
H2 0.9087 -1.9215 -0.6544
H3 2.2130 -1.3088 -2.6473
H4 3.2332 0.9333 -2.8177
H5 2.9326 2.5587 -0.9850
H6 1.6314 1.9433 1.0122
C16 -0.6701 0.5635 1.8602
O2 -0.5296 1.7524 1.9666
O3 -1.8692 -0.0495 2.0152
C17 -2.9750 0.8199 2.2093
C18 -3.2894 1.6769 0.9688
O4 -3.9067 2.7100 1.0668
N1 -2.8395 1.1247 -0.1822
C19 -2.7332 1.7675 -1.4399
C20 -1.4746 1.8069 -2.0305
C21 -1.2956 2.4185 -3.2557
C22 -2.3806 2.9920 -3.8965
C23 -3.6347 2.9277 -3.3181
C24 -3.8430 2.3084 -2.0909
C25 -5.2184 2.2032 -1.5161
H7 -5.9640 2.5033 -2.2477
H8 -5.4204 1.1804 -1.1998
H9 -5.3058 2.8403 -0.6370
H10 -4.4814 3.3590 -3.8325
H11 -2.2516 3.4799 -4.8511
H12 -0.3128 2.4499 -3.7010
H13 -0.6324 1.3655 -1.5155
H14 -2.2414 0.3141 -0.0819
H15 -2.7908 1.5046 3.0427
H16 -3.8280 0.1781 2.4391
H17 -0.2718 -1.7898 2.9100
H18 -0.0012 -4.1677 2.1766
H19 1.5769 -6.0207 1.7865
H20 3.9548 -5.5179 1.3262
H21 4.7481 -3.2141 1.3168
H22 4.5659 0.3823 1.5914
H23 5.2201 -1.1414 2.2431

Löwdin population analysis, charges in e, atoms 1 to 8: number 1, C, carries -0.068; number 2, H, carries 0.101; number 3, O, carries -0.088; number 4, C, carries -0.223; number 5, C, carries -0.012; number 6, C, carries -0.079; number 7, C, carries -0.091; number 8, C, carries -0.032